# 1
{
  "formula": "C5H5ClN2S",
  "method": "ωB97M-V with the def2-TZVPD basis set",
  "symbols": ["C", "C", "C", "C", "C", "N", "N", "S", "Cl", "H", "H", "H", "H", "H"],
  "positions_angstrom": [[0.279, -1.460, 0.194], [1.650, -1.385, 0.181], [-1.621, 0.019, -0.185], [-2.110, 1.286, -0.069], [0.774, 0.648, -0.154], [-0.267, -0.228, -0.060], [1.945, -0.040, 0.104], [-1.329, 2.757, 0.085], [3.510, 0.687, 0.015], [-0.293, -2.302, 0.190], [2.389, -2.200, 0.316], [-2.393, -0.726, -0.333], [-3.117, 1.219, 0.187], [0.583, 1.726, -0.471]],
  "multiplicity": 1,
  "homo_lumo_gap_ev": [6.7, 6.7],
  "charge": 0
}


# 2
{
  "formula": "C5H5ClN4S",
  "method": "ωB97M-V with the def2-TZVPD basis set",
  "symbols": ["C", "C", "C", "C", "C", "N", "N", "N", "N", "S", "Cl", "H", "H", "H", "H", "H"],
  "positions_angstrom": [[-1.212, 0.056, -2.128], [1.011, -0.710, -1.102], [-0.321, -0.937, -1.657], [0.242, 0.780, 0.569], [0.734, 1.220, 2.027], [-1.916, 0.781, -2.603], [1.299, 0.031, -0.157], [-0.903, -0.025, 0.935], [-1.216, -1.046, 0.342], [-2.080, -2.260, 0.579], [2.363, -1.532, -1.910], [-0.304, -1.888, -2.068], [-0.129, 1.734, 0.050], [1.580, 1.775, 2.093], [1.010, 0.347, 2.544], [-0.158, 1.676, 2.485]],
  "multiplicity": 1,
  "homo_lumo_gap_ev": [7.1, 7.2],
  "charge": 0
}


# 3
{
  "formula": "C5H5ClNO3",
  "method": "ωB97M-V with the def2-TZVPD basis set",
  "symbols": ["C", "C", "C", "C", "C", "N", "O", "O", "O", "Cl", "H", "H", "H", "H", "H"],
  "positions_angstrom": [[-2.337, 0.377, -0.384], [5.333, 0.613, 0.603], [-1.317, -0.283, -1.105], [-0.275, -0.288, 0.870], [0.814, -0.149, 1.807], [-2.128, 0.544, 0.865], [5.115, 0.706, 1.735], [6.000, 0.534, -0.366], [-0.284, -0.516, -0.387], [3.197, 0.315, -0.188], [-3.269, 0.896, -0.691], [-1.263, -0.526, -2.125], [1.784, 0.448, 1.374], [1.407, -1.095, 1.756], [0.527, 0.160, 2.819]],
  "multiplicity": 1,
  "homo_lumo_gap_ev": [7.9, 7.9],
  "charge": -1
}


# 4
{
  "formula": "C5H5ClO2",
  "method": "ωB97M-V with the def2-TZVPD basis set",
  "symbols": ["C", "C", "C", "C", "C", "H", "H", "H", "H", "H", "O", "O", "Cl"],
  "positions_angstrom": [[1.222, 0.160, 0.169], [1.287, 1.519, 0.288], [0.318, -0.965, 0.472], [-1.069, -1.033, 0.165], [-1.756, 0.098, -0.650], [0.533, 2.291, 0.802], [1.948, 2.069, -0.244], [0.871, -1.474, 1.394], [-1.825, -1.272, 1.018], [-1.174, 0.190, -1.636], [-0.242, -1.873, -0.435], [-2.829, 0.650, -0.647], [2.717, -0.360, -0.697]],
  "multiplicity": 1,
  "homo_lumo_gap_ev": 10.3,
  "charge": 0
}


# 5
{
  "formula": "C5H5ClS",
  "method": "ωB97M-V with the def2-TZVPD basis set",
  "symbols": ["C", "C", "C", "C", "C", "S", "Cl", "H", "H", "H", "H", "H"],
  "positions_angstrom": [[-1.009, 1.618, 0.174], [0.321, 2.051, -0.030], [-1.291, 0.267, 0.168], [0.614, -0.523, 0.202], [0.821, -1.950, -0.055], [1.520, 0.855, -0.139], [-2.584, -0.697, 0.032], [-1.895, 2.345, 0.164], [0.677, 3.095, 0.103], [1.820, -2.175, -0.258], [0.675, -2.660, 0.736], [0.331, -2.225, -1.099]],
  "multiplicity": 1,
  "homo_lumo_gap_ev": [7.5, 7.5],
  "charge": 0
}


# 6
{
  "formula": "C5H5F4NO",
  "method": "ωB97M-V with the def2-TZVPD basis set",
  "symbols": ["C", "C", "C", "C", "C", "N", "O", "F", "F", "F", "F", "H", "H", "H", "H", "H"],
  "positions_angstrom": [[1.166, 0.956, 0.050], [1.364, -1.029, -1.485], [0.855, -0.432, -0.146], [-0.805, -0.371, -0.130], [-1.368, 0.600, 1.042], [1.403, 2.040, 0.290], [-0.635, 0.562, 2.135], [-1.485, -1.538, 0.110], [-1.124, 0.125, -1.272], [-2.726, 0.203, 1.275], [-1.520, 1.815, 0.527], [0.974, -0.347, -2.347], [2.401, -1.063, -1.702], [0.997, -2.035, -1.640], [1.253, -0.897, 0.696], [-0.750, 1.411, 2.595]],
  "multiplicity": 1,
  "homo_lumo_gap_ev": 12.4,
  "charge": 0
}


Sequential DFT total energy output: -1161.29539; -1270.75357; -934.12413; -804.04321; -1051.73790; -722.96178 Eh
Sequential relative energy (zero: lowest compared OMol25 entry of this formula, charge and spin) output: 33.2; 39.4; 59.8; 90.4; 79.5; 0.0 kcal per mole